Entry 1:
DFT (ωB97M-V with the def2-TZVPD basis set) results for a structure of composition C33H27N3O8PRu in a non-equilibrium geometry.

```
! RIJCOSX wB97M-V def2-TZVPD def2/J DEFGRID3
* xyz 0 6
Ru -0.12370 -0.12106 -0.02928
O 3.35339 1.07429 1.59062
C 2.26407 0.60000 1.22119
N 1.37644 1.22317 0.42011
C 1.44317 2.63401 0.26422
O 1.03685 3.25078 -0.72280
C 2.28313 3.40569 1.26313
C 3.11029 4.46935 0.89072
C 3.85250 5.04858 1.88090
C 3.59612 4.80601 3.25388
C 2.68561 3.74618 3.53672
N 2.04221 3.17695 2.56687
C 1.96824 -0.78169 1.60106
C 2.66010 -1.40243 2.66203
C 2.48461 -2.73890 2.91416
C 1.50270 -3.45500 2.19067
C 0.75977 -2.77366 1.24809
N 0.91738 -1.43262 1.03201
H 3.16209 4.70026 -0.23317
H 4.67639 5.68460 1.63059
H 4.18822 5.31821 4.02278
H 2.52009 3.43363 4.58526
H 3.50739 -0.91764 3.08670
H 3.17631 -3.25447 3.52179
H 1.41069 -4.49571 2.41973
H -0.06520 -3.22994 0.75395
O -4.04517 4.48054 1.26520
C -3.33874 3.54505 1.08594
C -2.72032 2.58996 2.06530
O -2.72695 2.64167 3.29064
C -1.97594 1.62856 1.19548
C -2.01333 1.94832 -0.14834
O -1.34971 1.32475 -1.06201
C -2.99837 3.01107 -0.37669
O -3.59395 3.28004 -1.41173
O -1.26809 0.66348 1.64952
C 1.93820 0.93917 -2.60578
P 1.04415 -0.50347 -1.93795
C -0.31379 -0.84510 -3.10477
C 2.15760 -1.94416 -2.28499
C 3.41485 -2.03443 -1.65640
C 4.03871 -3.24944 -1.45900
C 3.60430 -4.43443 -2.11983
C 2.40802 -4.35027 -2.78653
C 1.66637 -3.16900 -2.78329
H 1.26065 1.81266 -2.54066
H 2.29179 0.75075 -3.65162
H 2.83613 1.11908 -2.00660
H 0.08272 -1.18815 -4.03354
H -0.83775 0.09423 -3.19955
H -0.95442 -1.56534 -2.67753
H 3.82759 -1.11696 -1.19868
H 4.93245 -3.25480 -0.83891
H 4.13730 -5.39009 -1.99934
H 2.01781 -5.26749 -3.22404
H 0.63222 -3.30774 -3.08303
C -3.11403 -1.84911 1.80134
C -2.77875 -1.32984 0.48010
O -1.66183 -1.59165 -0.06318
C -3.89378 -0.80679 -0.35754
C -5.02080 -0.18248 0.17941
C -6.02173 0.20392 -0.68013
C -6.05835 -0.22076 -2.01390
C -4.98138 -0.87176 -2.58378
C -3.86412 -1.14380 -1.76884
H -2.87386 -2.94169 1.80516
H -4.14321 -1.73058 2.13098
H -2.45652 -1.43151 2.58743
H -5.23129 -0.00972 1.25017
H -6.86968 0.73488 -0.27150
H -6.98346 -0.24151 -2.62830
H -5.06362 -1.24652 -3.59032
H -2.92680 -1.51812 -2.21027
*
```

Values from the calculation:
**Energy relative to the best compared isomer or geometry (same formula, charge and spin)**: 19.0 kcal per mole
**E_LUMO (spin up / spin down)**: -0.9 / -3.0 eV
**Max |F|**: 3.8 eV/Å
**Frontier orbital gap (spin up / spin down)**: 4.56 / 5.70 eV
**Energy**: -67374.820 eV
**HOMO energy (spin up / spin down)**: -5.41 / -8.72 eV

=====

Entry 2:
DFT (ωB97M-V with the def2-TZVPD basis set) results for a structure of composition C33H27N4O6Ti in a non-equilibrium geometry.

```
! RIJCOSX wB97M-V def2-TZVPD def2/J DEFGRID3
* xyz -1 1
Ti 0.85940 0.81798 1.23987
O -5.36197 2.13178 -0.99286
C -4.37117 2.84551 -1.27636
O -4.24242 3.73549 -2.15477
C -3.09704 2.53671 -0.50137
C -1.88899 3.25729 -0.79332
C -0.75478 2.95321 -0.14391
N -0.71355 1.95711 0.80065
C -1.87561 1.30908 1.17307
C -3.07638 1.61055 0.48784
C -1.70271 0.41847 2.26311
C -2.72825 -0.41969 2.78808
C -2.48531 -1.15452 3.89773
C -1.20301 -1.08267 4.52485
C -0.24437 -0.31616 3.95731
N -0.43905 0.42981 2.83366
C 0.55609 3.64426 -0.27686
C 0.82485 4.58951 -1.26070
C 2.06578 5.19267 -1.28703
C 3.00833 4.83915 -0.33435
C 2.66188 3.87715 0.59211
N 1.46522 3.28172 0.62816
H -1.94923 4.04127 -1.53855
H -4.01623 1.12658 0.72993
H -3.68864 -0.46110 2.28754
H -3.25742 -1.80132 4.29912
H -0.97241 -1.65646 5.41241
H 0.75603 -0.27941 4.36346
H 0.06225 4.82969 -1.99140
H 2.29574 5.93006 -2.04794
H 3.99061 5.29223 -0.30517
H 3.36958 3.55503 1.34898
O -0.25202 -0.46251 -0.55391
C -0.14925 -1.89624 -0.46499
C 0.57760 -2.18620 0.86289
O 0.60079 -3.31892 1.29148
O 1.18564 -1.14820 1.35001
C -1.53385 -2.54144 -0.52735
C -1.66043 -3.93011 -0.53705
C -2.91364 -4.52069 -0.57396
C -4.06489 -3.73333 -0.61204
C -3.94487 -2.35293 -0.61729
C -2.68063 -1.76349 -0.57004
C 0.73761 -2.35533 -1.62769
C 2.11694 -2.48586 -1.49897
C 2.90148 -2.80544 -2.60095
C 2.31801 -2.99281 -3.85042
C 0.94388 -2.86413 -3.98697
C 0.16254 -2.55233 -2.87928
H -0.63400 -0.20392 -1.39968
H -0.76831 -4.54465 -0.50273
H -2.99573 -5.60227 -0.57073
H -5.04548 -4.19671 -0.63839
H -4.82308 -1.71717 -0.65950
H -2.61082 -0.68590 -0.55858
H 2.58150 -2.34802 -0.52713
H 3.97405 -2.91863 -2.48109
H 2.93032 -3.24662 -4.70779
H 0.47446 -3.01284 -4.95195
H -0.91361 -2.46750 -2.98765
N 4.28401 0.75978 -0.99600
C 3.35320 0.70901 -0.04253
O 2.16866 0.85363 -0.34165
C 3.76528 0.52024 1.39707
C 2.68357 1.04306 2.37961
H 3.95297 0.70607 -1.94772
H 5.19192 0.37372 -0.80083
H 4.76509 0.94927 1.51899
H 3.86652 -0.56099 1.52882
H 2.92388 2.06057 2.69772
H 2.68350 0.40881 3.26497
*
```

Values from the calculation:
**Energy relative to the best compared isomer or geometry (same formula, charge and spin)**: 8.2 kcal per mole
**E_LUMO (spin up / spin down)**: 1.9 / 1.9 eV
**Max |F|**: 2.0 eV/Å
**Frontier orbital gap (spin up / spin down)**: 4.67 / 4.68 eV
**Energy**: -76024.959 eV
**HOMO energy (spin up / spin down)**: -2.76 / -2.77 eV

=====

Entry 3:
DFT (ωB97M-V with the def2-TZVPD basis set) results for a structure of composition C33H27N6O5S3Tc in a non-equilibrium geometry.

```
! RIJCOSX wB97M-V def2-TZVPD def2/J DEFGRID3
* xyz -1 4
Tc 0.23703 0.95949 -0.20168
S 5.66253 0.69999 5.17872
N 4.02603 0.71179 5.30332
C 3.51773 0.73289 4.07692
C 2.13163 0.74249 3.74342
C 1.12213 0.68079 4.69332
C -0.19427 0.64699 4.27212
C -0.45917 0.69249 2.90492
N 0.47223 0.78219 1.98222
C 1.77773 0.79289 2.36112
C 2.76573 0.76459 1.35222
N 2.35913 0.70089 0.05442
C 3.26413 0.54509 -0.89038
C 4.63263 0.51289 -0.65078
C 5.08393 0.61799 0.65442
C 4.15473 0.71749 1.67862
C 4.51703 0.73499 3.05842
N 5.75323 0.71909 3.53972
H 1.38933 0.64419 5.73862
H -1.00597 0.58389 4.97972
H -1.48007 0.65409 2.54902
H 2.88353 0.44679 -1.89918
H 5.31923 0.41369 -1.47588
H 6.13523 0.60439 0.89982
O 0.44603 5.17439 0.85332
S -0.02107 4.29259 -0.22988
N 0.32923 2.83429 -0.00978
C 2.11733 4.08209 -4.74088
C 2.31873 4.05499 -3.35438
C 1.82843 3.02449 -2.60118
C 1.07153 1.97329 -3.16698
C 0.42703 0.97289 -2.36908
C -0.18177 -0.04651 -3.07388
C -0.18587 -0.13521 -4.47188
C 0.34623 0.86469 -5.23198
C 0.95883 1.96089 -4.59088
C 1.47213 3.03999 -5.34048
H 2.49443 4.90939 -5.32768
H 2.85983 4.86209 -2.88258
H 2.03313 3.01219 -1.54178
H -0.69937 -0.82851 -2.53818
H -0.64267 -0.99851 -4.93318
H 0.30823 0.82529 -6.31428
H 1.34313 3.02449 -6.41508
C -5.68337 -0.49911 3.01572
C -4.98507 -1.26271 1.92892
C -5.42107 -2.52861 1.55202
C -4.79927 -3.20931 0.51932
C -3.71587 -2.64121 -0.11608
C -3.24017 -1.40351 0.26872
C -3.88677 -0.71001 1.27702
S -2.94247 -3.47621 -1.50348
O -3.23497 -2.73311 -2.69638
O -3.33317 -4.86021 -1.47738
N -1.31887 -3.38461 -1.25198
C -0.82827 -4.00301 -0.04028
C 0.60583 -3.54591 0.19902
C 0.73393 -2.03961 0.54292
O 1.37413 -1.74411 1.54102
O 0.16763 -1.22421 -0.25838
H -6.50767 -1.07971 3.42302
H -6.07527 0.44229 2.62952
H -4.99307 -0.26131 3.82452
H -6.25807 -2.97781 2.06762
H -5.12757 -4.18471 0.20172
H -2.36517 -0.98321 -0.20228
H -3.54317 0.27759 1.55472
H -0.97907 -2.42551 -1.30978
H -0.86437 -5.08871 -0.17758
H -1.46437 -3.75951 0.82712
H 1.18693 -3.73811 -0.70598
H 1.04703 -4.10241 1.02812
C -1.68047 1.26849 -0.63258
H -2.26457 2.12359 -0.27458
H -2.29187 0.75319 -1.37698
*
```

Values from the calculation:
**Energy relative to the best compared isomer or geometry (same formula, charge and spin)**: 0.0 kcal per mole
**E_LUMO (spin up / spin down)**: 1.1 / 1.2 eV
**Max |F|**: 2.4 eV/Å
**Frontier orbital gap (spin up / spin down)**: 3.88 / 5.67 eV
**Energy**: -88542.607 eV
**HOMO energy (spin up / spin down)**: -2.75 / -4.49 eV

=====

Entry 4:
DFT (ωB97M-V with the def2-TZVPD basis set) results for a structure of composition C33H28AuFN3O6PSe2.

```
! RIJCOSX wB97M-V def2-TZVPD def2/J DEFGRID3
* xyz 0 1
Au 0.33017 -1.57142 0.20248
Se 2.56538 0.43864 0.21869
P 2.62608 -0.51352 2.15761
Se 0.84023 -1.73933 2.55326
C 4.12403 -1.54768 2.24496
C 5.36482 -0.91952 2.14520
C 6.52457 -1.67376 2.17910
C 6.45177 -3.05632 2.30244
C 5.21880 -3.68234 2.38103
C 4.05136 -2.92931 2.35373
C 2.83518 0.66062 3.53518
C 3.48413 1.87191 3.32407
C 3.65621 2.75949 4.37677
C 3.18658 2.43679 5.64184
C 2.54161 1.22615 5.85578
C 2.35979 0.34112 4.80445
H 5.42064 0.15590 2.03188
H 7.48722 -1.18479 2.10378
H 7.36057 -3.64382 2.33081
H 5.16276 -4.76024 2.46091
H 3.08248 -3.40705 2.41796
H 3.83587 2.12358 2.33184
H 4.15203 3.70636 4.20602
H 3.31883 3.13217 6.46104
H 2.17328 0.97290 6.84186
H 1.84667 -0.59948 4.96377
F -1.36261 3.58757 -1.82738
C -1.65704 2.27587 -1.62597
C -0.93243 1.47220 -2.66711
N -1.46328 0.47362 -3.26358
C -0.59402 -0.54032 -3.91659
C 0.31200 -1.14058 -2.79735
O 1.51257 -1.07393 -2.96386
O -0.38230 -1.55003 -1.81260
C -2.89873 0.19614 -3.19667
O -3.35905 -0.71567 -3.80436
N -3.63971 1.11450 -2.50236
C -3.19260 2.14157 -1.68444
O -3.91758 2.92448 -1.15539
H 0.14200 1.61344 -2.76951
H 0.02291 -0.05375 -4.66642
H -1.24275 -1.28768 -4.35996
H -4.64100 0.97030 -2.54162
C -0.29445 8.00789 1.73340
C 0.51085 6.80016 1.32564
C 1.73620 6.98796 0.70297
C 2.48161 5.89792 0.27602
C 2.02074 4.62180 0.51532
C 0.80525 4.41142 1.17388
N 0.44316 3.06682 1.35223
C -0.43957 2.51915 2.26045
C -0.31374 2.86246 3.61339
C -1.10322 2.27392 4.57421
C -2.04087 1.29886 4.22689
C -2.18499 0.95256 2.90574
C -1.41127 1.56108 1.90578
C -1.82312 1.24444 0.53800
O -2.73745 0.54369 0.20074
O -1.06566 1.88781 -0.45098
C 0.01153 5.50546 1.54546
C -1.38101 5.34399 2.10138
H 0.29920 8.91353 1.61981
H -0.62092 7.94289 2.77250
H -1.18952 8.11652 1.11638
H 2.09531 7.99469 0.52739
H 3.42765 6.04424 -0.22954
H 2.58580 3.75687 0.19178
H 0.75697 2.44759 0.61684
H 0.45146 3.58040 3.88343
H -0.97029 2.54833 5.61340
H -2.65324 0.82820 4.98328
H -2.91441 0.21399 2.60366
H -1.39098 5.33360 3.19483
H -1.84538 4.41966 1.76438
H -2.01635 6.16446 1.77312
*
```

Values from the calculation:
**Energy relative to the best compared isomer or geometry (same formula, charge and spin)**: 15.7 kcal per mole
**E_LUMO**: -2.6 eV
**Max |F|**: 0.6 eV/Å
**Frontier orbital gap**: 4.38 eV
**Energy**: -197823.867 eV
**HOMO energy**: -6.96 eV

=====

Entry 5:
DFT (ωB97M-V with the def2-TZVPD basis set) results for a structure of composition C33H28BCl2N4O8S2W.

```
! RIJCOSX wB97M-V def2-TZVPD def2/J DEFGRID3
* xyz -1 3
W -0.19086 -0.76631 0.31652
O 2.37622 4.45454 2.45250
C 1.78110 3.44870 1.77148
C 2.20375 3.03584 0.52284
C 1.54708 2.00754 -0.13756
N 0.56877 1.31515 0.47948
C 0.09484 1.79910 1.65295
C 0.64684 2.85918 2.31947
C -1.25999 1.24359 2.03206
O -1.87396 1.65468 2.98690
O -1.67368 0.38019 1.14396
C 1.83157 1.92578 -1.67008
O 2.99346 2.20724 -1.99601
O 0.81330 1.70118 -2.34463
H 3.11841 4.78584 1.93422
H 3.00840 3.52272 -0.01537
H 0.18440 3.21611 3.22819
C 6.44899 0.97706 0.01593
C 5.74506 -0.33565 0.39051
C 5.07610 -0.14862 1.75302
C 6.77464 -1.46646 0.50510
C 4.72929 -0.66367 -0.69997
C 5.16962 -0.85288 -2.02339
C 4.29910 -1.08726 -3.06478
C 2.93808 -1.12043 -2.78466
S 1.58581 -1.33166 -3.85363
C 0.51233 -1.14241 -2.53271
N 1.10621 -0.91822 -1.38471
C 2.48847 -0.92615 -1.48512
C 3.37762 -0.72454 -0.43376
C -0.93386 -1.20674 -2.55109
C -1.68751 -1.40182 -3.70351
C -3.06552 -1.44796 -3.60257
C -3.67147 -1.29516 -2.35784
C -2.91410 -1.09166 -1.21507
C -1.52154 -1.04455 -1.28336
H 7.14750 1.26862 0.80488
H 5.71434 1.77237 -0.12433
H 7.01050 0.87981 -0.91434
H 5.83812 0.08472 2.50005
H 4.55028 -1.05032 2.07308
H 4.35744 0.67374 1.73712
H 7.51018 -1.22867 1.27780
H 7.31024 -1.61919 -0.43286
H 6.28639 -2.40587 0.77080
H 6.22872 -0.80273 -2.24279
H 4.66547 -1.22087 -4.07382
H 2.98498 -0.59269 0.56391
H -1.20196 -1.50832 -4.66713
H -3.67018 -1.59478 -4.48820
H -4.75202 -1.32084 -2.28437
H -3.40681 -0.94667 -0.26158
Cl -4.86730 2.16411 -1.38557
C -3.48081 3.26229 -1.19014
Cl -1.93853 2.54892 -1.64373
H -3.44078 3.54456 -0.14428
H -3.66588 4.12123 -1.82421
B 1.47949 -5.30094 0.11145
C 0.80621 -3.87988 0.12498
N 0.34309 -2.82049 0.13311
H 0.63414 -6.09792 -0.22705
H 1.87232 -5.50829 1.24145
H 2.39428 -5.23902 -0.68268
O 1.40228 -1.01420 2.17184
C 0.53514 -1.69855 2.75459
N -0.69415 -1.72761 2.24075
S -1.71900 -2.75395 3.03571
O -2.76014 -2.03128 3.69753
O -2.06447 -3.85914 2.19680
C -0.47901 -3.22320 4.22203
C -0.59248 -4.10668 5.27412
C 0.53606 -4.30548 6.06116
C 1.72816 -3.63652 5.79579
C 1.82412 -2.74820 4.73295
C 0.69906 -2.55278 3.95430
H -1.51911 -4.62803 5.47161
H 0.48874 -4.99775 6.89180
H 2.59084 -3.81828 6.42306
H 2.74377 -2.22634 4.50470
*
```

Values from the calculation:
**Energy relative to the best compared isomer or geometry (same formula, charge and spin)**: 44.0 kcal per mole
**E_LUMO (spin up / spin down)**: 2.0 / 1.5 eV
**Max |F|**: 0.7 eV/Å
**Frontier orbital gap (spin up / spin down)**: 7.35 / 7.63 eV
**Energy**: -106238.489 eV
**HOMO energy (spin up / spin down)**: -5.31 / -6.13 eV

=====

Entry 6:
DFT (ωB97M-V with the def2-TZVPD basis set) results for a structure of composition C33H28CdN4O2S4Te in a non-equilibrium geometry.

```
! RIJCOSX wB97M-V def2-TZVPD def2/J DEFGRID3
* xyz 0 1
Cd -0.97025 0.39347 0.19974
S -0.58541 3.07919 -0.15212
C 1.67340 1.45579 0.40328
C 1.83255 2.68041 1.33816
C 3.92365 2.91638 1.30676
C 4.84462 2.02100 0.57839
C 4.28430 1.23295 -0.32453
C 2.84229 1.38332 -0.62849
S 2.42816 0.05853 -1.84986
C 2.73299 -1.44193 -0.82693
C 1.60148 -2.36257 -0.46133
C 1.74583 -3.70804 -0.79442
C 0.93608 -4.64715 -0.17893
C 0.02779 -4.21418 0.76651
C -0.14873 -2.84173 0.94976
C -1.22653 -2.38283 1.88221
S -0.84467 -0.78807 2.70213
C -2.46804 -0.14912 3.09267
C -2.66005 0.25079 4.41002
C -3.84014 0.84798 4.80455
C -4.84945 1.04231 3.87111
C -4.66789 0.65057 2.56372
C -3.47186 0.06718 2.13759
S -3.33560 -0.35997 0.44679
N 0.60228 -1.94376 0.31864
H 0.88837 3.05806 1.72622
H 4.44479 3.70229 1.85121
H 5.90014 2.02531 0.79339
H 4.84441 0.53932 -0.92995
H 3.17375 -1.07656 0.09930
H 3.47548 -2.01124 -1.38674
H 2.50538 -4.01779 -1.49401
H 1.04343 -5.69768 -0.40196
H -0.54275 -4.91947 1.34878
H -1.39859 -3.12256 2.66442
H -2.15557 -2.23256 1.31451
H -1.85965 0.09651 5.11730
H -3.97150 1.16189 5.82807
H -5.77452 1.51420 4.16318
H -5.43906 0.81464 1.82569
O 3.32213 4.49745 -4.51267
N 2.18401 4.07856 -4.43292
O 1.32653 4.28285 -5.26696
C 1.86309 3.30960 -3.25688
C 2.62196 3.54197 -2.16346
C 2.35075 2.84764 -0.91565
C 2.73443 3.49566 0.44079
C 2.90988 2.16673 2.26150
C 2.56791 0.69110 2.21153
N 1.74033 0.33181 1.31415
C 0.89610 2.22388 -0.72919
C 0.38845 1.71600 -2.03932
N -0.56489 0.77903 -2.02081
C -1.21189 0.45335 -3.12983
C -0.93290 1.04473 -4.35030
C 0.08562 1.97940 -4.41139
C 0.76525 2.35442 -3.25471
H 3.40148 4.28922 -2.19471
H 2.67225 4.57921 0.44038
H 2.96196 2.51690 3.29016
H 2.88701 -0.02254 2.95424
H -1.97714 -0.30764 -3.02771
H -1.48819 0.77868 -5.23619
H 0.33892 2.42797 -5.35935
C -3.50736 -5.24113 0.27050
Te -2.83277 -3.85195 -1.25682
C -4.80583 -3.02217 -1.54118
H -3.87454 -6.15979 -0.16903
H -4.29840 -4.77572 0.84425
H -2.68221 -5.47560 0.92958
H -5.23517 -2.78204 -0.57709
H -5.44851 -3.71275 -2.07372
H -4.69923 -2.10972 -2.11197
*
```

Values from the calculation:
**Energy relative to the best compared isomer or geometry (same formula, charge and spin)**: 138.1 kcal per mole
**E_LUMO**: -0.6 eV
**Max |F|**: 1.8 eV/Å
**Frontier orbital gap**: 6.77 eV
**Energy**: -99922.860 eV
**HOMO energy**: -7.33 eV

=====

What is the max |F| in the fifth record?
0.7 eV/Å